Version w
The following is a DFT calculation (wB97M-V/def2-TZVPD) of a cluster of 2 separate species, C2H6ClN3 in total.

- Net charge: 0
- E_LUMO: 0.51 eV
- SMILES: N=C=NCl.CN
- Orbital gap: 0.352 hartree

Last column: Löwdin charge in e.
CARTESIAN COORDINATES (ANGSTROEM)
Cl -3.140 0.968 -0.312  0.605
N 0.323 0.297 -1.098  -0.062
N -2.172 0.332 0.884  -0.426
N -0.447 0.843 2.412  0.164
C 1.222 -0.913 -0.912  -0.178
C -1.173 0.494 1.523  -0.435
H 0.905 1.133 -0.995  0.062
H -0.034 0.277 -2.052  0.051
H 0.099 0.302 3.016  0.046
H 1.888 -1.270 -1.719  0.060
H 1.844 -0.582 -0.152  0.024
H 0.685 -1.882 -0.595  0.089

***

Version x
The following is a DFT calculation (wB97M-V/def2-TZVPD) of the molecule C2H6ClN3.

- Net charge: 0
- E_LUMO: 0.79 eV
- SMILES: [H]/N=C(/CCl)NN
- Orbital gap: 0.383 hartree

Last column: Löwdin charge in e.
CARTESIAN COORDINATES (ANGSTROEM)
Cl -0.578 2.463 0.684  0.532
N 1.539 -0.884 -0.768  -0.015
N -1.218 -1.007 -0.698  0.130
N 0.819 -0.164 0.223  -0.085
C -1.316 0.801 0.835  -0.463
C -0.568 -0.213 0.037  -0.559
H 2.273 -1.463 -0.285  0.099
H 2.086 -0.194 -1.327  0.097
H 1.123 0.804 0.241  0.060
H -2.280 0.914 0.375  0.064
H -1.326 0.598 1.897  0.075
H -0.557 -1.653 -1.215  0.065

***

Energy relative to the most stable one, in kJ/mol: version w 219.6; version x 0.0

***

Version w
The following is a DFT calculation (wB97M-V/def2-TZVPD) of the molecule C6H11NO3.

- Net charge: 0
- E_LUMO: 0.74 eV
- SMILES: C[C@@H](O)[C@]1([O-])C(=O)[N+]1(C)C
- Orbital gap: 0.351 hartree

Last column: Löwdin charge in e.
CARTESIAN COORDINATES (ANGSTROEM)
O -1.471 0.611 -1.617  -0.002
O -0.804 -2.555 -0.793  0.203
O -0.556 1.963 0.875  -0.023
N 0.703 -0.425 -0.772  -0.158
C 1.267 0.057 -2.025  -0.050
C -0.677 -1.403 -0.669  -0.118
C -1.334 0.776 0.756  -0.345
C -1.201 -0.021 2.041  -0.029
C -0.948 0.136 -0.596  -0.471
C 1.675 -0.603 0.300  -0.052
H -1.795 0.457 2.822  0.086
H 1.943 -0.692 -2.441  0.091
H 0.460 0.263 -2.724  0.086
H -0.165 -0.048 2.375  0.071
H -2.391 1.032 0.611  0.151
H -1.581 -1.039 1.914  0.088
H 1.824 0.984 -1.862  0.098
H -0.738 2.507 0.098  0.101
H 1.241 -1.186 1.110  0.082
H 2.023 0.363 0.682  0.099
H 2.525 -1.176 -0.084  0.093

***

Version x
The following is a DFT calculation (wB97M-V/def2-TZVPD) of the molecule C6H11NO3.

- Net charge: 0
- E_LUMO: 0.74 eV
- SMILES: CC(C)(CC(N)=O)C(=O)O
- Orbital gap: 0.387 hartree

Last column: Löwdin charge in e.
CARTESIAN COORDINATES (ANGSTROEM)
O -0.515 1.989 -1.228  0.129
O 2.358 0.866 -0.951  0.069
O 0.097 2.002 0.912  0.125
N 2.418 -0.454 0.866  0.182
C -0.643 -0.083 -0.065  -0.457
C -1.884 -0.366 -0.913  -0.030
C -0.324 1.411 -0.046  -0.519
C 0.595 -0.754 -0.714  -0.044
C 1.870 -0.028 -0.297  -0.557
C -0.844 -0.566 1.369  -0.035
H 0.641 -1.808 -0.437  0.126
H -2.771 0.024 -0.426  0.091
H -2.004 -1.439 -1.042  0.091
H -1.742 -0.128 1.791  0.092
H 3.172 0.078 1.266  0.118
H -0.946 -1.647 1.393  0.089
H 0.513 -0.673 -1.798  0.132
H -1.794 0.093 -1.889  0.083
H -0.147 2.886 -1.227  0.145
H 1.960 -1.138 1.443  0.096
H -0.010 -0.265 1.993  0.073

***

Version y
The following is a DFT calculation (wB97M-V/def2-TZVPD) of a structure of composition C6H11NO3.

- Net charge: 0
- E_LUMO: 0.35 eV
- Orbital gap: 0.368 hartree

Last column: Löwdin charge in e.
CARTESIAN COORDINATES (ANGSTROEM)
O 1.711 2.332 0.276  0.064
O 1.486 -1.995 -1.026  0.106
O 2.653 -1.236 0.763  0.096
N 0.627 0.200 1.575  0.075
C 1.342 1.537 -0.539  -0.059
C -1.584 0.998 -0.194  -0.105
C 1.612 -1.216 -0.109  -0.471
C 0.601 -0.097 0.152  -0.282
C -1.416 -1.437 -0.543  -0.056
C -0.668 -0.090 -0.723  -0.382
H 1.402 1.646 -1.586  0.106
H -2.207 1.314 -1.109  0.118
H -1.544 -1.580 0.613  0.123
H 0.889 1.135 1.659  0.036
H -0.450 0.333 -1.735  0.141
H -0.993 1.848 0.190  0.066
H -2.127 0.743 0.753  0.089
H -2.376 -1.643 -1.011  0.074
H 2.262 -0.760 1.530  0.092
H -0.868 -2.274 -0.906  0.047
H -0.351 0.241 1.971  0.121

***

Energy relative to the most stable one, in kJ/mol: version w 407.4; version x 0.0; version y 298.4